# 1
{"formula": "C7H8N2O2", "method": "ωB97M-V with the def2-TZVPD basis set", "symbols": ["C", "C", "C", "C", "C", "C", "C", "N", "N", "O", "O", "H", "H", "H", "H", "H", "H", "H", "H"], "coordinates": [[2.17415, 1.51361, 0.74640], [-1.07781, 1.21195, -0.56817], [-0.83001, -0.08726, -0.49042], [-0.06643, 2.17232, -0.07478], [0.44581, -0.77810, -0.11533], [-2.11635, -0.88762, -0.97930], [0.90425, -1.20312, 1.18966], [3.13572, 1.35497, 1.38144], [1.08105, 1.53210, 0.05011], [-0.34728, 3.33772, 0.17075], [1.13765, -1.24823, -1.13203], [-2.07814, 1.65645, -0.94938], [-2.12742, -1.82230, -0.49195], [-2.08415, -1.04199, -2.06673], [-3.01799, -0.35311, -0.62982], [1.91702, -1.25585, 1.31981], [0.37553, -2.08798, 1.49603], [0.50706, -0.47037, 1.97380], [2.06734, -1.54319, -0.83009]], "e_tot_ha": -531.40675, "fmax_ev_per_a": 5.1}

# 2
{"formula": "C14H34AgBr3O9P2", "method": "ωB97M-V with the def2-TZVPD basis set", "symbols": ["Ag", "C", "O", "H", "H", "H", "C", "Br", "Br", "Br", "H", "C", "C", "O", "P", "O", "O", "C", "C", "O", "C", "C", "H", "H", "H", "H", "H", "H", "H", "H", "H", "H", "H", "H", "H", "H", "H", "C", "C", "O", "P", "O", "O", "C", "C", "O", "C", "C", "H", "H", "H", "H", "H", "H", "H", "H", "H", "H", "H", "H", "H", "H", "H"], "coordinates": [[-5.56555, -0.18521, 0.64063], [-3.68567, 1.26658, -1.70428], [-4.71430, 0.36427, -1.34352], [-2.91116, 1.33191, -0.94011], [-3.11966, 0.87991, -2.55176], [-4.00425, 2.28048, -1.94638], [-4.22829, -1.12423, -5.26182], [-5.67208, -0.60163, -6.61114], [-2.47056, -0.23789, -5.56752], [-4.03064, -3.10126, -4.99604], [-4.55736, -0.72792, -4.30121], [4.22735, 1.21474, 2.42685], [3.20622, 0.89543, 1.32622], [2.34033, 1.95489, 0.99653], [1.31708, 2.61540, 2.06928], [1.88272, 2.87189, 3.39747], [0.72760, 3.91936, 1.30153], [-0.16204, 3.73998, 0.21032], [-0.75410, 5.07690, -0.21503], [-0.01006, 1.64295, 2.12097], [-0.92083, 1.72451, 3.20314], [-2.29147, 2.24060, 2.72527], [3.75740, 1.29244, 3.40727], [4.91070, 0.40035, 2.66745], [4.74058, 2.10216, 2.05647], [3.84299, 0.63655, 0.48029], [2.66519, -0.03195, 1.51426], [0.40439, 3.34980, -0.63527], [-0.94298, 2.99706, 0.37256], [-1.29818, 5.58456, 0.58143], [-0.00006, 5.78191, -0.56498], [-1.33197, 5.07961, -1.13924], [-1.04834, 0.73939, 3.65190], [-0.51997, 2.31575, 4.02646], [-2.17050, 3.26397, 2.37005], [-2.66075, 1.55272, 1.96464], [-3.02237, 2.31983, 3.53002], [-0.44167, -2.32429, 2.90945], [-0.11498, -2.27443, 1.41180], [1.25905, -2.28940, 1.07838], [1.81400, -2.53037, -0.45577], [3.24773, -2.11682, -0.55431], [1.44965, -4.09615, -0.64712], [2.23422, -4.87873, -1.48681], [3.43451, -5.45633, -0.90454], [0.74001, -1.72457, -1.36795], [0.72457, -0.29914, -1.30927], [-0.04899, 0.11767, -2.58175], [0.03686, -1.45115, 3.35300], [-1.51237, -2.18737, 3.06095], [-0.01006, -3.28558, 3.18823], [-0.61708, -3.10278, 0.91198], [-0.63603, -1.40469, 1.01157], [1.61792, -5.67967, -1.89521], [2.58266, -4.42514, -2.41467], [3.26616, -5.95253, 0.05126], [3.79430, -6.21954, -1.59460], [4.28554, -4.78261, -0.80487], [0.08220, 0.08965, -0.51915], [1.66144, 0.15825, -0.99122], [-0.25102, 1.18831, -2.54994], [0.46063, -0.06615, -3.52758], [-0.98863, -0.43223, -2.63456]], "s_squared": 0.755, "charge": 1, "e_tot_ha": -9782.45963, "fmax_ev_per_a": 2.9, "multiplicity": 2}

# 3
{"formula": "C5H10N2", "method": "ωB97M-V with the def2-TZVPD basis set", "symbols": ["C", "C", "N", "C", "C", "C", "N", "H", "H", "H", "H", "H", "H", "H", "H", "H", "H"], "coordinates": [[-2.35814, -0.56281, -0.25742], [-1.46887, 0.06533, -1.27001], [-0.15335, 0.04832, -1.07652], [0.51056, -0.80507, -0.26661], [1.60110, -0.37573, 0.62348], [2.15751, 0.99902, 0.65927], [1.31952, 0.53958, 1.76210], [-1.88286, -0.44207, 0.73201], [-2.54389, -1.64101, -0.36843], [-3.33116, -0.05982, -0.24955], [-1.84714, 0.58345, -2.14207], [0.39981, 0.74220, -1.57835], [-0.02354, -1.71600, -0.02824], [2.26891, -1.18129, 0.92211], [3.20444, 1.13981, 0.91869], [1.77160, 1.76222, -0.01626], [0.37549, 0.90388, 1.63581]], "e_tot_ha": -305.89999, "fmax_ev_per_a": 0.3}

# 4
{"formula": "C17H17Cl2N5", "method": "ωB97M-V with the def2-TZVPD basis set", "symbols": ["Cl", "C", "C", "C", "C", "C", "C", "H", "H", "C", "N", "C", "N", "C", "N", "C", "N", "C", "H", "C", "C", "C", "H", "C", "H", "H", "H", "H", "H", "H", "H", "H", "C", "C", "N", "H", "H", "H", "H", "Cl", "H"], "coordinates": [[6.61187, 1.72771, 1.66576], [5.14920, 0.93419, 2.11444], [4.02746, 1.69386, 2.40092], [2.85550, 1.04985, 2.76049], [2.78066, -0.33932, 2.83558], [3.92440, -1.06860, 2.54102], [5.10725, -0.44881, 2.18535], [5.98603, -1.02987, 1.95650], [3.88457, -2.14602, 2.58309], [1.49484, -1.03013, 3.19741], [0.45864, -0.71380, 2.24885], [0.58607, -0.54923, 0.91851], [1.70576, -0.66739, 0.19805], [1.51224, -0.40388, -1.07556], [0.38829, -0.06971, -1.68374], [-0.74915, 0.02891, -0.98039], [-1.86497, 0.35012, -1.65291], [-1.82687, 0.63477, -3.06787], [-2.15652, 1.66725, -3.22917], [-2.72211, -0.33405, -3.84727], [-4.04331, -0.59000, -3.10326], [-4.27722, 0.47932, -2.04072], [-5.22981, 0.31157, -1.53637], [-3.15723, 0.41503, -1.00536], [-3.20306, 1.28672, -0.33826], [-3.28870, -0.48722, -0.39746], [-4.31739, 1.46556, -2.50434], [-4.87753, -0.60838, -3.80509], [-4.00803, -1.56292, -2.60891], [-2.19370, -1.27643, -3.99226], [-2.91208, 0.09391, -4.83211], [-0.78872, 0.54573, -3.38722], [-0.69691, -0.20549, 0.41818], [-1.50588, -0.19211, 1.58041], [-0.80345, -0.49202, 2.64449], [-2.54791, 0.03049, 1.69247], [2.38451, -0.46946, -1.71359], [1.65365, -2.11406, 3.22569], [1.12962, -0.69938, 4.17493], [1.46799, 2.01337, 3.11588], [4.06203, 2.76994, 2.34386]], "smiles": "Clc1ccc(Cn2ncc3c(N4CCCCC4)ncnc32)c(Cl)c1", "e_tot_ha": -1852.20312, "fmax_ev_per_a": 0.9}

# 5
{"formula": "C3H8O3S", "method": "ωB97M-V with the def2-TZVPD basis set", "symbols": ["C", "C", "C", "O", "O", "O", "S", "H", "H", "H", "H", "H", "H", "H", "H"], "coordinates": [[-0.60092, -0.61894, 0.01217], [-1.57498, 0.41132, 0.42024], [1.94410, 0.17539, -0.00531], [1.74622, 1.32566, 0.65978], [2.84909, -0.71395, 0.50608], [2.16077, 0.44925, -1.37687], [-3.28223, 0.33011, -0.29419], [-0.81152, -1.01126, -0.90757], [-0.50345, -1.33189, 0.75336], [-1.27454, 1.47505, 0.17285], [-1.65043, 0.18532, 1.52671], [1.88333, 1.10937, 1.53170], [3.04744, -1.27494, -0.22946], [2.45801, 1.39436, -1.38536], [-3.24326, -1.00083, -0.31604]], "e_tot_ha": -742.86334, "fmax_ev_per_a": 3.7}

# 6
{"formula": "C7H7Cl2F2NO10PS", "method": "ωB97M-V with the def2-TZVPD basis set", "symbols": ["O", "C", "Cl", "C", "C", "P", "O", "O", "O", "S", "O", "O", "O", "C", "Cl", "N", "C", "O", "F", "C", "O", "F", "H", "H", "H", "H", "C", "O", "H", "H", "H"], "coordinates": [[1.05068, 3.65346, 2.27222], [1.25481, 3.18673, 1.03796], [1.28366, 4.45643, -0.36006], [1.47597, 1.62171, 0.60310], [0.19267, 0.63123, 1.01505], [-0.23253, 0.65330, 2.88366], [1.33733, 0.69103, 3.68327], [-1.11442, -0.79734, 3.35648], [0.86006, -0.70676, 0.88847], [0.52854, -1.42765, -0.64513], [1.93031, -1.71227, -1.30438], [-0.12889, -2.83394, -0.63852], [-0.34144, -0.09434, -1.25526], [-1.02744, 0.52524, -0.07366], [-2.43852, -0.64211, 0.20246], [-1.27536, 1.93111, -0.57034], [-1.45416, 2.00648, -2.07025], [-0.41377, 2.54173, -2.76725], [-2.61253, 1.51457, -2.85107], [-2.36502, 2.64814, 0.19343], [-2.83368, 3.80044, -0.35980], [-2.93610, 2.25949, 1.50319], [2.48610, 1.26797, 1.08858], [1.60558, 1.58620, -0.57794], [1.86479, -0.02667, 3.21400], [-1.83862, -0.44327, 3.96130], [1.01508, -5.29344, -2.49336], [0.55474, -6.50820, -2.75191], [0.31382, -4.57334, -2.03839], [1.86894, -5.21343, -1.79929], [1.38942, -4.70249, -3.34655]], "charge": -1, "e_tot_ha": -2937.39151, "fmax_ev_per_a": 10.3}